Record 1
{"formula": "C41H26F3I2N3O3SbW", "method": "ωB97M-V/def2-TZVPD", "e_homo_ev": [-10.1, -10.1], "total_charge": 1, "relative_energy_kcal_mol": 75.4, "symbols": ["H", "H", "H", "C", "C", "C", "C", "H", "H", "O", "C", "C", "C", "H", "C", "C", "C", "C", "C", "H", "C", "H", "C", "W", "C", "N", "H", "C", "H", "F", "C", "C", "N", "H", "C", "C", "H", "H", "H", "C", "H", "H", "C", "N", "H", "O", "C", "C", "C", "H", "H", "H", "H", "C", "H", "C", "C", "O", "H", "F", "C", "C", "I", "C", "C", "C", "C", "H", "C", "C", "C", "H", "C", "F", "Sb", "C", "H", "C", "I", "C"], "coordinates": [[-3.39229, 5.06477, -0.46738], [-2.21727, -1.21063, 2.38469], [-4.87602, 1.69303, -0.60991], [-2.67033, -2.54181, -2.77751], [0.20235, -1.19674, 3.54374], [-0.72852, 3.56863, -1.99208], [0.14198, -2.50845, 3.01058], [-4.44764, -0.43372, 3.05602], [2.12968, 3.38121, 0.41990], [-0.68771, 1.85801, 1.24487], [0.15854, -3.64488, 3.84408], [0.32164, -4.90503, 3.32167], [4.33452, -2.13450, -2.50315], [3.02987, 5.64572, 0.83091], [1.24042, 2.74072, -3.10537], [-2.53945, 4.41803, -0.59343], [2.17970, 2.83150, 2.49548], [0.45081, -5.08024, 1.94658], [-2.16921, -0.10657, 0.51129], [-0.77338, -5.87344, -3.22674], [3.21918, 5.35753, 2.94251], [0.37022, -1.02751, 4.60302], [0.42888, -3.98771, 1.09945], [0.04110, 0.25800, 0.66209], [-2.61183, -4.81882, -3.47361], [0.66240, 1.79662, -0.96526], [2.29325, 2.56160, 4.60841], [2.48701, 3.23806, 3.79286], [0.07064, -3.49752, 4.91032], [-5.96683, 1.10539, 1.65225], [3.43524, -2.28312, -3.54661], [0.11333, 3.55468, -3.11984], [0.23633, -0.16422, 2.71275], [2.37355, 1.26990, -2.01082], [2.62027, -1.28528, -1.07739], [-2.12206, 3.62869, 0.46847], [-4.34046, -3.56798, -3.64835], [-3.19343, -1.59818, -2.67505], [-2.64171, 0.97475, -1.32333], [-4.02134, -0.12825, 2.11349], [1.93885, 2.76563, -3.92608], [3.27318, 4.80148, 5.01199], [3.94705, -1.62722, -1.27402], [0.81061, 1.01031, 3.18436], [2.31803, -0.90441, -0.09567], [0.30575, -1.63590, 0.76035], [2.89550, 4.96138, 1.65404], [3.02040, 4.49368, 4.00888], [2.39334, 3.69464, 1.42273], [3.77735, -2.67020, -4.49190], [0.37492, -5.75675, 3.97878], [-0.08707, 4.20186, -3.95845], [1.39542, -2.00563, -4.14926], [2.11556, -1.92433, -3.34840], [0.54816, -4.10952, 0.03296], [-2.74806, -0.52233, 1.72867], [-0.39160, 2.68502, -0.92907], [1.78448, 0.85372, 1.13524], [0.57211, -6.06921, 1.53577], [-3.21830, -5.87316, -4.02299], [-3.31527, -3.63328, -3.32262], [-0.65022, -3.83461, -2.54706], [-2.94134, 3.70219, 2.39446], [1.56878, 1.52439, 2.26314], [1.48851, 1.89654, -2.04234], [-4.75548, 0.69150, 1.27144], [-2.99299, 0.67166, -0.32850], [0.39106, -3.90730, -2.26586], [0.27347, -2.70140, 1.60216], [-1.28820, -4.93680, -3.08234], [-4.26662, 1.08069, 0.03657], [4.68119, -1.51014, -0.49502], [-1.09013, 2.71352, 0.29139], [5.60836, -2.48907, -2.68116], [-0.35373, -0.78059, -1.83546], [-1.33328, -2.63339, -2.39609], [3.61240, 6.34615, 3.11989], [1.69716, -1.44005, -2.10950], [-2.62731, 5.54195, -3.38675], [-1.87347, 4.37676, -1.80388]], "lowdin_charge": [0.095, 0.086, 0.127, -0.135, 0.030, -0.196, -0.141, 0.123, 0.101, -0.301, -0.008, -0.056, -0.276, 0.108, -0.012, -0.183, -0.147, -0.024, -0.310, 0.122, -0.062, 0.153, 0.025, 1.691, -0.275, -0.068, 0.114, -0.012, 0.123, 0.075, 0.004, 0.016, -0.102, 0.124, -0.152, -0.598, 0.123, 0.092, 0.070, -0.010, 0.122, 0.111, 0.009, 0.116, 0.060, -0.377, -0.062, -0.058, -0.013, 0.124, 0.114, 0.079, 0.105, -0.124, 0.107, -0.108, -0.187, -0.191, 0.119, 0.084, 0.000, -0.139, 1.060, -0.418, -0.118, -0.321, -0.176, 0.086, -0.230, 0.000, -0.023, 0.124, -0.400, 0.085, 1.459, -0.393, 0.110, -0.414, 0.969, -0.622]}



Record 2
{"formula": "C41H28CoN5O12S3", "method": "ωB97M-V/def2-TZVPD", "e_homo_ev": [-4.9, -4.9], "multiplicity": 2, "total_charge": -1, "relative_energy_kcal_mol": 4.7, "symbols": ["O", "H", "H", "C", "H", "C", "C", "C", "H", "C", "S", "O", "N", "H", "O", "H", "H", "O", "Co", "H", "O", "H", "C", "N", "H", "H", "S", "H", "O", "C", "C", "H", "C", "C", "H", "C", "H", "H", "C", "C", "C", "C", "C", "H", "C", "C", "C", "O", "H", "O", "C", "H", "C", "C", "C", "N", "O", "S", "H", "C", "C", "C", "N", "C", "H", "N", "C", "C", "C", "O", "O", "C", "C", "C", "H", "H", "C", "H", "H", "C", "H", "C", "O", "C", "C", "C", "H", "C", "C", "H"], "coordinates": [[-0.90803, -1.50602, 1.64895], [-10.11539, 0.95406, 1.40393], [2.69687, 6.39687, 0.97960], [5.20794, 4.37573, 0.13262], [1.64019, 1.79398, 0.29230], [-5.23649, 1.79880, 1.26102], [-0.41736, -1.36624, -2.89739], [-2.65414, 2.67365, 0.97527], [0.58638, -3.20598, 0.92293], [4.69923, 5.57819, 0.50478], [3.98054, 3.20081, -0.02377], [7.42845, -1.06766, -1.02412], [7.28505, -0.65312, 0.09581], [-3.50191, -1.62579, 0.47485], [3.21718, 1.70443, 3.68205], [6.23826, 4.10588, -0.05718], [-6.20113, -0.89455, 1.01423], [8.19436, -0.41966, 0.85242], [-0.80522, 0.25312, 0.89219], [0.05445, -4.73950, 0.18801], [0.09520, 0.40266, 2.52188], [-4.41542, -3.74591, -0.34584], [-5.00231, 3.13917, 1.12035], [4.24995, 1.10485, 3.52961], [-3.52829, -4.78121, -2.43759], [-1.68679, -3.65359, -3.64198], [-8.00763, 2.18199, 1.44356], [5.01887, -1.12291, -1.22353], [0.85442, -3.29186, -1.07287], [-6.93068, -0.10360, 1.16091], [0.90266, 2.57645, 0.42288], [1.87447, -1.48847, -2.34327], [0.32757, 4.86940, 0.57962], [-3.13504, -3.83378, -2.08225], [-5.83344, 3.83949, 1.08694], [1.82614, -5.96185, -3.38014], [6.57228, 0.39808, 2.45250], [1.16067, -3.41414, -5.51158], [1.50147, -5.32701, -2.18287], [-3.63998, -3.23871, -0.91586], [-1.29669, 3.10480, 0.71672], [1.27142, -3.95891, -4.58061], [2.73905, 4.31719, 0.41057], [-4.17679, 5.73556, 0.92929], [-9.04233, 0.82479, 1.34798], [-2.12480, -1.33735, -1.15125], [1.71965, -5.27833, -4.57847], [1.25535, -0.41195, -0.30654], [5.30487, 6.46446, 0.65388], [1.24438, -1.75185, 2.81500], [-1.59931, -1.97565, -2.30372], [1.99721, -5.76174, -5.51031], [-3.36674, 5.01171, 0.89202], [3.55486, -0.48079, 0.22122], [1.31215, 3.92742, 0.47651], [-2.87184, 1.37213, 1.21906], [-0.78098, -1.27829, 4.09430], [-0.05841, -1.09815, 2.85908], [2.17905, -6.98843, -3.36156], [0.82628, -3.96488, 0.18700], [2.35749, -0.74706, -0.64272], [4.83826, -0.71419, -0.24095], [-0.34198, 2.17000, 0.52523], [1.08273, -4.00181, -2.18249], [-8.79799, -1.30331, 1.11689], [0.60492, -1.92132, -3.45900], [-3.68782, 3.61405, 1.00236], [-4.10313, 0.96483, 1.37508], [5.72930, 0.14542, 1.82764], [2.67766, -1.30389, -1.80387], [5.15989, 1.05497, 4.33786], [5.90709, -0.40927, 0.57698], [3.34317, 0.08203, 1.47153], [3.28495, 5.54214, 0.66334], [-0.37872, -0.28073, -2.83009], [-4.23688, -0.07997, 1.63104], [-1.00894, 4.47240, 0.68898], [2.33527, 0.24287, 1.84480], [1.58557, -5.86834, -1.24820], [-8.33802, -0.32577, 1.19891], [0.57106, 5.92795, 0.57485], [-6.58828, 1.20935, 1.28714], [-1.63929, -0.19270, -0.77170], [-2.11164, -3.19937, -2.75230], [-3.15417, -2.03234, -0.46286], [0.92544, -3.30651, -3.40511], [-1.84827, 6.47678, 0.71329], [-2.08929, 5.41889, 0.77111], [4.44251, 0.39626, 2.24042], [1.79936, -4.40919, 0.42270]], "lowdin_charge": [-0.374, 0.064, 0.107, -0.407, 0.089, -0.183, -0.061, -0.119, 0.058, -0.186, 1.085, 0.089, -0.364, 0.081, 0.116, 0.069, 0.112, 0.080, 0.506, 0.105, -0.395, 0.096, 0.022, -0.340, 0.088, 0.111, 1.035, 0.135, -0.083, -0.113, -0.023, 0.066, 0.045, -0.113, 0.105, -0.106, 0.132, 0.107, -0.018, -0.094, -0.098, -0.040, -0.457, 0.115, -0.428, -0.343, -0.116, 0.111, 0.101, -0.336, -0.135, 0.091, -0.023, -0.080, -0.165, 0.150, -0.322, 0.354, 0.095, -0.027, -0.445, 0.081, 0.102, -0.243, 0.103, 0.078, -0.129, -0.030, 0.077, 0.127, 0.072, -0.111, 0.053, -0.128, 0.127, 0.117, -0.126, 0.103, 0.101, -0.182, 0.122, -0.475, -0.154, -0.049, -0.018, -0.221, 0.114, -0.024, -0.113, 0.098]}



Q: What is the formula in the first record?
A: C41H26F3I2N3O3SbW